# 1
2 unconnected molecules or ions with the total composition C5H14O4, computed with wB97M-V/def2-TZVPD.

```
! RIJCOSX wB97M-V def2-TZVPD def2/J DEFGRID3
* xyz 0 1
O 2.09234 -1.53681 0.89465
H 0.05198 -3.15429 1.22313
H 0.33839 -3.14027 -0.50731
C -0.03702 -2.53412 0.32357
H 0.30978 3.41272 -0.67632
O 1.02930 0.90482 1.59537
H -0.43457 1.16316 -3.25147
C 0.16259 -0.19616 1.54597
H -1.72150 0.32096 -2.36681
O 0.19316 -0.85756 2.78025
C -1.25484 1.29513 -2.53841
H -1.54756 1.97758 -0.51413
H 0.87834 -0.78757 -0.54972
H 0.05817 1.19494 -0.85611
H 1.91909 0.53058 1.42327
C -0.73493 1.87524 -1.23913
C 0.75404 -1.24303 0.43786
H 0.03888 -0.18709 3.47258
O -0.17590 3.15687 -1.47885
H -0.85725 0.13716 1.33850
H -1.10254 -2.34236 0.16571
H -1.98770 1.96551 -2.99815
H 2.02775 -1.95544 1.77553
*
```

## Properties
frontier orbital gap = 10.83 eV
max |F| = 2.0 eV Å⁻¹
energy above the lowest of the compared OMol25 structures with the same formula, charge and spin = 130.95 kJ/mol

# 2
A molecular structure, C22H33BrCoN4O3, computed with wB97M-V/def2-TZVPD.

```
! RIJCOSX wB97M-V def2-TZVPD def2/J DEFGRID3
* xyz 0 2
C -0.09753 -3.70979 -3.53691
H -2.47660 -0.16061 -1.16662
H -0.07015 -4.35727 -4.40118
H 0.75754 2.30171 4.14685
H 0.20047 2.53410 1.90070
C 1.29699 0.39113 3.28679
H -3.27922 -0.76272 -2.61242
H 1.32170 3.20766 -3.38917
H 3.17998 -2.38699 -1.88372
N -2.69935 0.68506 1.43575
O -0.19477 -1.13224 -0.33389
H 1.81530 -0.03773 -0.48687
H -3.76489 1.88973 2.83542
H 3.53786 4.29272 -2.87669
H 3.55662 -0.25704 -0.75916
C 1.05940 -2.39200 -1.88362
C 1.70097 3.28410 -2.38435
N 1.30027 2.87220 -0.07024
C -0.18334 -1.98879 -1.30822
H -3.72662 -2.44634 0.70660
H -0.47592 1.02732 4.30470
O -0.97253 2.52959 -2.72729
Co -0.60355 0.32102 0.73559
H -2.22132 -3.80320 -3.33611
H -3.37360 -0.07387 1.41000
H -1.92791 3.18488 1.82336
H -3.43618 -3.00971 -1.67296
C 2.91651 3.87488 -2.09810
H 0.05910 -1.21467 2.97673
O -1.10330 1.76426 -0.64095
H 3.34767 -2.29502 0.67281
C 2.48696 -2.67104 0.11784
H -2.92382 1.30834 0.66137
C 0.26669 1.46406 3.63084
C 2.46105 3.42909 0.17047
H 1.69634 -0.04579 4.21261
H 1.37175 -1.18245 1.98876
H 2.11991 0.84419 2.73302
C -1.70087 2.51137 2.65127
N -0.40383 1.89300 2.40953
C 1.07530 -3.22084 -2.98800
C -2.73073 -2.30985 -1.21084
Br 2.94545 3.55526 2.02046
H 4.23904 4.44380 -0.47902
C 0.90794 2.81504 -1.34102
C -2.72898 -2.58407 0.29336
H 2.59694 -3.74596 0.00018
C -0.51144 2.30538 -1.61733
H -2.41564 -3.60818 0.49281
C -3.19609 -0.88889 -1.53418
H 1.57655 -2.49158 0.68704
H 2.02655 -3.49541 -3.42320
C -2.78017 1.42840 2.68621
H -2.04122 -1.90857 0.79876
C -1.37454 -2.56979 -1.82709
C 2.56343 -0.47860 -1.14823
H -2.59959 0.73288 3.50963
H -1.71252 3.08429 3.58803
C 2.37471 -1.99253 -1.25232
C 3.31698 3.96375 -0.77219
N 0.66341 -0.60815 2.43270
H 2.46203 -0.02441 -2.13211
H -4.17204 -0.69341 -1.09074
C -1.30312 -3.39167 -2.93544
*
```

## Properties
frontier orbital gap (spin up / spin down) = 6.89 / 7.10 eV
max |F| = 2.0 eV Å⁻¹
energy above the lowest of the compared OMol25 structures with the same formula, charge and spin = 95.51 kJ/mol

# 3
2 unconnected molecules or ions with the total composition C8H17NO7PS, computed with wB97M-V/def2-TZVPD.

```
! RIJCOSX wB97M-V def2-TZVPD def2/J DEFGRID3
* xyz -1 1
H 1.26786 -4.83782 0.42165
O 2.45330 -0.67322 -0.90466
H -1.41025 3.72547 -2.77882
C -0.84297 3.63427 -1.84808
H -1.52761 0.41482 1.98294
O 0.73378 5.27012 -2.46131
C -0.08851 4.93461 -1.57103
O -2.44324 1.56786 -0.43758
H 1.70000 -1.05452 1.03392
C -1.60407 -1.71646 1.20155
H -0.86076 -1.97148 2.04117
O -0.37970 5.50929 -0.49098
H -0.72129 -0.65628 -0.59935
C 3.67047 -0.06530 -0.48884
S -3.25865 0.46520 0.17868
H -1.73920 -2.15345 -0.99365
C 4.05934 0.32679 1.00640
O 4.50298 0.23089 -1.38865
H -2.44414 -2.50299 1.24300
O -3.85088 -0.63051 -0.94732
H -1.53749 3.40020 -1.04253
C -2.32512 -0.30790 1.57582
N 0.65021 -4.09731 0.77181
C 2.04862 -1.64566 0.09887
P 0.62251 -2.77024 -0.43458
H -3.21631 -0.64610 -1.71175
H -3.04576 -0.51407 2.45271
O -4.48627 1.12129 0.79192
H -0.29909 -4.43811 0.96509
H 5.19850 0.45199 1.08941
H 3.49500 1.30373 1.24299
H 2.97606 -2.25847 0.39524
H 3.76273 -0.43588 1.79864
H -0.13354 2.80709 -1.94553
C -0.95196 -1.73979 -0.26970
*
```

## Properties
frontier orbital gap = 5.22 eV
max |F| = 7.6 eV Å⁻¹

# 4
2 unconnected molecules or ions with the total composition C3H8N5, computed with wB97M-V/def2-TZVPD.

```
! RIJCOSX wB97M-V def2-TZVPD def2/J DEFGRID3
* xyz 1 1
H -2.79477 -1.04082 -1.16709
N -1.88361 0.25160 0.06190
H -2.57288 0.95449 -0.09409
N -1.91207 -0.91997 -0.56897
H 2.44109 -2.38634 0.06378
C 0.83861 2.33603 0.49081
H 0.89215 -3.03608 0.58553
H 1.07007 1.54255 -1.51895
H -1.69627 0.27459 1.00018
C 1.04368 1.39806 -0.43696
C 1.19999 -1.03547 0.12870
H 0.74198 2.21722 1.56075
H 0.77988 3.28996 0.11370
N 1.49701 -2.21117 0.45792
N 1.38840 0.09181 -0.17340
N -1.03326 -1.72647 -0.50382
*
```

## Properties
frontier orbital gap = 8.67 eV
max |F| = 4.4 eV Å⁻¹
energy above the lowest of the compared OMol25 structures with the same formula, charge and spin = 489.13 kJ/mol